The following is a quantum chemistry calculation of C29H44FeN7O5P2 as an isolated structure at a distorted geometry, from the Open Molecules 2025 dataset.

Properties
gap between HOMO and LUMO (spin up / spin down): 6.57 / 6.08 eV
2S+1: 6
energy above the lowest of the compared OMol25 structures with the same formula, charge and spin: 0.0 kcal/mol
net charge: +2
E_tot: -104413.21386 eV

```
88
Properties=species:S:1:pos:R:3:mulliken_spin:R:1
Fe -0.20461 0.33664 -0.10294 4.210
C -0.53831 -0.30981 4.83993 0.002
N 0.82751 -0.05714 4.35891 0.005
C 1.78854 0.22228 5.43172 0.001
P 1.03100 0.67352 2.91917 0.006
O -0.03397 0.23006 1.94994 0.084
O 2.48477 0.15012 2.47055 0.007
P 2.79464 -0.52108 1.03044 0.003
O 1.87840 0.06332 -0.01070 0.101
N 2.61485 -2.12075 1.28990 0.001
C 2.42246 -2.69693 2.62414 0.001
C 2.02986 -2.91395 0.20324 -0.001
N 4.33833 -0.19945 0.69669 0.004
C 5.41203 -0.77749 1.50719 0.001
C 4.71856 0.98439 -0.08132 0.002
N 1.20437 2.29447 3.00360 0.001
C 2.50905 2.90156 3.28391 0.000
C 0.28370 3.18672 2.29159 0.002
H -0.88010 0.48592 5.50618 0.000
H -0.54942 -1.24983 5.39145 0.000
H -1.22196 -0.38821 3.99914 -0.001
H 1.49954 1.10360 6.01008 0.000
H 2.78607 0.37205 5.02313 0.000
H 1.82246 -0.63661 6.10137 0.000
H 2.94494 -2.11166 3.37538 0.000
H 2.83096 -3.70676 2.62692 0.000
H 1.36376 -2.74435 2.89520 0.000
H 2.24775 -2.45408 -0.75954 0.001
H 0.94612 -3.00301 0.31625 0.000
H 2.46649 -3.91158 0.21373 0.000
H 5.06752 -1.68072 2.00548 0.000
H 5.76254 -0.06350 2.25585 0.000
H 6.24794 -1.03939 0.85946 0.000
H 3.84755 1.39646 -0.58334 0.000
H 5.45262 0.69844 -0.83416 0.000
H 5.16174 1.74811 0.56184 0.000
H 3.16437 2.20463 3.79843 0.000
H 2.36991 3.77897 3.91379 0.000
H 2.99806 3.21393 2.35620 0.000
H -0.68112 2.71021 2.15113 -0.001
H 0.67566 3.46474 1.31058 0.000
H 0.14292 4.09291 2.88011 0.000
C 1.55220 2.44380 -4.95816 -0.001
C 1.78902 2.62264 -3.60178 0.002
C 1.28121 1.71795 -2.68950 0.022
C 0.51859 0.63980 -3.13688 0.006
C 0.28186 0.45571 -4.50155 0.002
C 0.80484 1.35668 -5.40457 0.001
N 0.02268 -0.26070 -2.16415 0.067
N -0.68079 -1.20312 -2.54634 0.023
C -1.23467 -2.00174 -1.53308 0.022
C -1.89731 -3.15461 -1.89852 0.010
C -2.56414 -3.87538 -0.91687 -0.001
C -2.55122 -3.41156 0.38698 0.003
C -1.84090 -2.25539 0.67474 -0.002
N -1.18157 -1.58155 -0.26079 0.077
H 1.94985 3.15392 -5.67062 0.000
H 2.37542 3.46586 -3.26300 0.000
H 1.47254 1.83865 -1.63174 -0.014
H -0.30425 -0.39092 -4.82948 -0.001
H 0.62933 1.22175 -6.46292 0.000
H -1.89106 -3.45960 -2.93562 0.000
H -3.10304 -4.77774 -1.17209 0.000
H -3.09114 -3.92573 1.16898 0.001
H -1.80384 -1.84640 1.67700 0.005
C -6.03730 6.02266 -0.06170 0.000
C -5.02032 4.95336 -0.33033 0.004
C -3.70377 5.27806 -0.63237 -0.001
C -2.73072 4.31298 -0.81922 -0.002
C -1.35009 4.79001 -1.20532 0.011
C -3.09071 2.95199 -0.66607 0.053
C -4.45002 2.59692 -0.48954 0.007
C -4.95240 1.17558 -0.49135 0.008
C -5.37703 3.60881 -0.32049 0.000
C -2.06140 1.92985 -0.58211 -0.098
O -2.27012 0.68827 -0.68224 0.179
O -0.83159 2.22419 -0.32416 0.195
H -5.56623 6.92641 0.32064 0.000
H -6.78664 5.68105 0.65045 0.000
H -6.56052 6.28840 -0.98319 0.001
H -3.42331 6.32172 -0.72380 0.000
H -1.43486 5.70992 -1.78154 0.001
H -0.80732 4.05867 -1.79765 -0.002
H -0.74897 5.00829 -0.31994 -0.002
H -4.41233 0.54847 0.21671 -0.003
H -4.80456 0.72913 -1.47609 0.000
H -6.01294 1.15052 -0.25425 0.000
H -6.41799 3.34066 -0.18291 0.000
```